Formula: C3H6Cl2O2S
Source: OMol25
Level of theory: ωB97M-V with the def2-TZVPD basis set

```
14
Properties=species:S:1:pos:R:3:forces:R:3
C -1.8923 1.5557 -0.4157 0.4 0.5 0.6
C -2.3158 -0.9682 -0.2694 5.8 -0.3 0.3
C -1.5320 0.3094 -0.2197 -1.4 -0.5 -0.5
O 4.2870 0.9757 1.3601 0.6 -0.5 0.0
O 3.2680 -1.3292 0.8902 0.1 1.2 -0.5
S 3.1461 0.3486 0.7769 -1.0 -0.8 0.6
Cl 0.0602 0.1140 0.4366 0.4 -0.5 0.2
Cl 3.2716 0.4067 -1.2915 0.3 0.1 -0.6
H -2.8237 1.9991 -0.7487 0.1 -0.5 0.0
H 2.7829 -1.6673 0.1043 0.3 0.0 0.6
H -1.1114 2.1409 0.0270 -0.1 1.4 -0.5
H -3.2590 -0.9085 -0.5675 -3.9 0.4 -1.3
H -2.1915 -1.2703 0.7361 -0.6 -0.8 1.3
H -1.6901 -1.7067 -0.8187 -0.8 0.3 0.0
```
Positions in Å, forces in eV/Å.

Frontier orbital gap: 0.369 Eh
Strongest force on any atom: 0.11263 hartree/bohr
HOMO level: -9.77 eV
E_LUMO: 0.3 eV
Molar mass: 177.05 g mol⁻¹
Energy above the lowest of the compared OMol25 structures with the same formula, charge and spin: 0.0 kcal/mol

---

Formula: C3H6Cl2S2
Source: OMol25
Level of theory: ωB97M-V with the def2-TZVPD basis set

```
13
Properties=species:S:1:pos:R:3:forces:R:3
C 1.0492 0.3203 -0.6469 3.0 -5.2 2.6
C -0.1511 -0.2443 0.0813 -2.3 2.4 -0.4
C -0.7525 0.8968 1.1021 -0.8 -4.2 0.3
H -0.5496 -0.7504 -2.2895 4.2 -0.3 -0.2
H 0.6665 1.1494 -0.9290 -1.6 6.1 -2.7
H 1.9677 0.5497 0.1270 -2.0 -1.1 -2.4
H -1.0127 -0.3269 -0.7069 1.3 0.1 1.5
H 0.7890 -2.5655 0.0265 -1.2 1.9 1.2
H -0.8625 1.7318 0.5484 0.6 3.1 -1.3
S 1.2264 -0.8094 -2.1926 -3.5 1.3 1.1
S 0.1198 -1.6613 0.9676 1.1 -4.1 0.6
Cl -2.6450 0.6638 1.3074 1.8 -0.3 0.3
Cl 0.1548 1.0459 2.6046 -0.6 0.2 -0.6
```
Positions in Å, forces in eV/Å.

Frontier orbital gap: 0.321 Eh
Strongest force on any atom: 0.13311 hartree/bohr
HOMO level: -9.24 eV
E_LUMO: -0.5 eV
Molar mass: 177.12 g mol⁻¹
Energy above the lowest of the compared OMol25 structures with the same formula, charge and spin: 77.7 kcal/mol

---

Formula: C3H6Cl3O3P2
Source: OMol25
Level of theory: ωB97M-V with the def2-TZVPD basis set

```
17
Properties=species:S:1:pos:R:3:forces:R:3
C 2.1745 -0.5143 -0.3962 1.7 -0.2 1.3
C 1.2436 -0.3961 0.8198 -0.4 -3.3 -0.3
C 0.0177 0.3474 0.4941 -1.2 -0.3 -2.8
O 0.1340 3.2376 -0.5315 0.0 -0.2 -0.2
O -0.4283 1.4053 1.3905 0.1 0.6 -0.6
O -1.8327 1.4484 -0.7328 0.9 0.0 0.2
P -0.4107 1.9188 -0.1922 -1.1 -1.1 1.4
P -1.7240 -0.3943 -0.4289 0.1 0.6 1.8
Cl -1.3002 -2.6043 -0.1383 0.0 0.6 -0.5
Cl -2.4833 -0.4157 1.6293 -0.2 0.1 0.4
Cl -3.7972 -0.5078 -0.9465 -0.7 -0.3 -0.4
H 3.2364 -0.8713 -0.1592 -1.0 1.4 0.6
H 2.0659 -1.3318 -1.0976 -1.6 0.5 -0.7
H 2.0726 0.5354 -0.6590 1.1 -0.2 -1.7
H 1.0221 -1.4481 1.1886 -0.1 1.3 0.0
H 1.6994 0.1613 1.5880 0.9 0.5 1.0
H -1.6898 -0.5705 -1.8281 1.6 0.0 0.3
```
Positions in Å, forces in eV/Å.

Frontier orbital gap: 0.318 Eh
Strongest force on any atom: 0.06515 hartree/bohr
HOMO level: -5.45 eV
E_LUMO: 3.2 eV
Net charge: -1
Molar mass: 258.38 g mol⁻¹
Energy above the lowest of the compared OMol25 structures with the same formula, charge and spin: 62.3 kcal/mol

---

Formula: C3H6Cl4Si2
Source: OMol25
Level of theory: ωB97M-V with the def2-TZVPD basis set

```
15
Properties=species:S:1:pos:R:3:forces:R:3
C 0.7774 -1.0315 2.3037 0.3 -0.2 -1.3
C 0.2498 -0.9232 1.0920 2.5 -0.5 0.7
C 0.2424 1.3236 -1.2223 -0.1 -3.1 -0.5
Si -1.6239 1.2625 -0.9552 0.3 -0.6 -1.8
Si 1.0928 -1.0149 -0.5183 -1.8 2.6 -1.1
Cl -2.1272 1.9728 0.8800 0.0 -0.1 0.4
Cl -2.4430 -0.6920 -1.2638 0.4 0.9 0.4
Cl 3.0837 -0.9995 -0.6444 0.8 0.1 0.2
Cl 0.4453 -2.5905 -1.6448 0.1 0.2 0.0
H 0.2627 -0.9990 3.2198 -0.8 0.4 0.9
H 1.8180 -1.1980 2.3496 1.1 -0.5 0.4
H -0.6893 -0.5655 0.9536 -3.1 0.4 -0.1
H 0.7186 1.5650 -2.2047 -0.8 -0.3 0.8
H 0.6692 1.8791 -0.4291 0.7 0.6 0.8
H -2.4765 2.0110 -1.9161 0.3 0.0 0.2
```
Positions in Å, forces in eV/Å.

Frontier orbital gap: 0.344 Eh
Strongest force on any atom: 0.06523 hartree/bohr
HOMO level: -9.27 eV
E_LUMO: 0.1 eV
Molar mass: 240.07 g mol⁻¹
Energy above the lowest of the compared OMol25 structures with the same formula, charge and spin: 33.6 kcal/mol

---

Formula: C3H6Cl6
Source: OMol25
Level of theory: ωB97M-V with the def2-TZVPD basis set

```
15
Properties=species:S:1:pos:R:3:forces:R:3
Cl -5.6347 -4.1838 -1.9961 0.8 -1.0 0.5
C -4.8757 -5.6694 -1.1457 -1.4 1.6 0.1
Cl -4.6057 -5.2895 0.5877 0.2 -0.2 -0.9
H -5.7126 -6.3673 -1.1728 0.7 -0.2 -0.2
H -3.9687 -5.9082 -1.7011 -0.2 -0.1 0.4
Cl 0.0080 1.2412 -0.5826 -0.5 -0.8 -0.4
C -1.1659 0.4785 -1.7710 0.8 1.7 0.3
Cl -0.2617 0.0841 -3.3139 -1.2 0.0 1.5
H -1.7642 -0.2693 -1.2505 0.8 -0.7 -0.5
H -1.8429 1.3233 -1.8981 0.1 -0.2 -0.8
Cl 5.7387 6.0139 4.1769 -0.2 -1.4 -0.6
C 5.8641 4.7680 2.8263 0.0 0.7 0.3
Cl 7.2696 5.2527 1.8774 -0.1 -0.2 -0.4
H 6.0230 3.7237 3.0954 0.1 0.4 0.8
H 4.9286 4.8020 2.2680 0.3 0.4 -0.1
```
Positions in Å, forces in eV/Å.

Frontier orbital gap: 0.418 Eh
Strongest force on any atom: 0.04129 hartree/bohr
HOMO level: -10.88 eV
E_LUMO: 0.5 eV
SMILES string: ClCCl.ClCCl.ClCCl
Molar mass: 254.80 g mol⁻¹
Energy above the lowest of the compared OMol25 structures with the same formula, charge and spin: 20.5 kcal/mol

---

Formula: C3H6ClFIN
Source: OMol25
Level of theory: ωB97M-V with the def2-TZVPD basis set

```
13
Properties=species:S:1:pos:R:3:forces:R:3
C 1.4699 1.9377 0.1256 -2.2 -0.5 1.9
C -1.7057 -2.7525 -0.6447 -0.6 0.7 1.1
C 0.8330 0.5278 0.3656 3.9 1.1 -0.6
N -1.8309 -1.8036 0.0721 0.5 -1.2 -3.9
F 0.7324 0.1997 1.6624 0.3 -0.3 0.5
Cl -2.2290 0.2610 -0.3681 -0.7 -0.3 -0.1
I 2.2035 -0.8384 -0.8274 -0.8 0.0 0.7
H 2.1572 2.2167 0.9986 -0.7 -0.4 -1.7
H 0.4918 2.5072 0.2104 1.4 0.3 -0.1
H 1.8291 2.0016 -0.9047 0.3 0.2 0.6
H -1.9608 -2.9114 -1.6409 0.2 -0.2 -1.7
H -0.1037 0.4761 -0.0520 -1.6 -0.6 -1.2
H -1.8869 -1.8220 1.0030 0.0 0.9 4.6
```
Positions in Å, forces in eV/Å.

Frontier orbital gap: 0.300 Eh
Strongest force on any atom: 0.09074 hartree/bohr
HOMO level: -9.33 eV
E_LUMO: -1.2 eV
Molar mass: 237.44 g mol⁻¹
Energy above the lowest of the compared OMol25 structures with the same formula, charge and spin: 45.4 kcal/mol

---

Formula: C3H6ClN4
Source: OMol25
Level of theory: ωB97M-V with the def2-TZVPD basis set

```
14
Properties=species:S:1:pos:R:3:forces:R:3
C 0.8900 -0.7961 -1.8828 2.1 -0.6 -0.7
C 1.3096 0.8297 -0.1887 0.2 -1.7 -0.6
C -1.8312 -0.7514 2.0317 -0.6 0.3 -0.8
N 0.8485 1.7809 0.1998 -1.6 4.5 3.4
N 1.6493 -0.2401 -0.7511 0.6 -2.1 -0.8
N -1.0717 0.0695 1.4781 3.2 -3.5 -2.8
N 0.0168 -0.0585 -2.3771 0.3 -0.6 -0.7
Cl -1.3646 1.8406 2.0756 -1.2 4.2 2.0
H 1.5200 -1.7480 -2.1671 -1.9 1.6 0.0
H -1.9380 -1.7635 1.7986 0.6 -1.9 -0.3
H -2.6118 -0.3646 2.5563 -2.5 1.0 2.3
H 0.3314 2.1269 1.1231 0.6 -0.7 -2.2
H 2.5605 -0.6312 -0.5645 0.1 -0.1 0.1
H -0.3087 -0.2942 -3.3320 -0.1 -0.3 1.0
```
Positions in Å, forces in eV/Å.

Frontier orbital gap (alpha / beta): 0.274 / 0.222 Eh
Strongest force on any atom: 0.11437 hartree/bohr
HOMO level (alpha / beta): -10.93 / -14.25 eV
E_LUMO (alpha / beta): -3.5 / -8.2 eV
2S+1: 3
Net charge: +1
Expectation value of S²: 2.007
Molar mass: 133.56 g mol⁻¹
Energy above the lowest of the compared OMol25 structures with the same formula, charge and spin: 88.6 kcal/mol

---

Formula: C3H6ClNO
Source: OMol25
Level of theory: ωB97M-V with the def2-TZVPD basis set

```
12
Properties=species:S:1:pos:R:3:forces:R:3
H 0.9300 1.9928 0.6197 -0.7 -0.9 -1.3
N 0.4517 1.4642 -0.1740 1.0 1.7 1.9
C 0.0783 0.3155 0.1727 0.9 -1.3 -0.1
C 0.4264 -0.4155 1.5047 -2.2 -1.5 -2.1
C -0.6835 -0.3433 -0.9973 2.0 -1.4 0.9
O -0.9130 0.4070 -2.0033 0.4 4.4 -2.4
Cl 0.0918 -2.0722 -1.9251 -0.3 1.4 1.6
H -0.3353 -1.1856 1.8646 0.6 1.2 -0.7
H 0.6009 0.2608 2.2833 0.5 1.1 1.0
H 1.2751 -1.0186 1.2473 0.8 -0.2 0.1
H -1.5492 -0.7234 -0.5943 -2.0 -1.7 0.6
H -0.3733 1.3182 -1.9983 -1.0 -2.8 0.6
```
Positions in Å, forces in eV/Å.

Frontier orbital gap: 0.375 Eh
Strongest force on any atom: 0.09748 hartree/bohr
HOMO level: -10.13 eV
E_LUMO: 0.1 eV
SMILES string: [H]/N=C(\C)[C@@H](O)Cl
Molar mass: 107.54 g mol⁻¹
Energy above the lowest of the compared OMol25 structures with the same formula, charge and spin: 43.0 kcal/mol

---

Formula: C3H6ClNO2
Source: OMol25
Level of theory: ωB97M-V with the def2-TZVPD basis set

```
13
Properties=species:S:1:pos:R:3:forces:R:3
C 0.5340 0.9485 0.0017 -4.4 -1.3 -0.2
C 1.8775 0.3730 -0.1898 -0.5 0.8 -3.4
C -0.9117 -0.5651 -0.0368 2.7 3.8 -1.3
N 0.0556 2.0790 0.2252 2.9 -1.1 -0.2
O -0.8346 -1.4227 -1.1335 0.9 1.2 1.3
O -0.6524 -1.0311 1.1841 -2.8 -3.1 1.6
Cl -2.5162 0.3297 -0.0724 0.3 -0.4 0.0
H 1.7878 -0.4640 -1.0182 0.4 1.8 1.6
H 2.1421 -0.0731 0.7328 0.8 -0.3 0.8
H 2.4807 1.2905 -0.5508 -0.3 -1.8 0.8
H -0.9045 2.1541 0.4567 -1.3 -0.2 -0.2
H -1.6121 -1.9484 -1.0645 -1.2 -1.1 -0.4
H -1.4461 -1.6705 1.4655 2.4 1.7 -0.5
```
Positions in Å, forces in eV/Å.

Frontier orbital gap: 0.336 Eh
Strongest force on any atom: 0.09386 hartree/bohr
HOMO level: -8.71 eV
E_LUMO: 0.4 eV
Molar mass: 123.54 g mol⁻¹
Energy above the lowest of the compared OMol25 structures with the same formula, charge and spin: 66.6 kcal/mol

---

Formula: C3H6ClNO2
Source: OMol25
Level of theory: ωB97M-V with the def2-TZVPD basis set

```
13
Properties=species:S:1:pos:R:3:forces:R:3
O -2.9936 -1.1063 0.1717 -0.2 0.1 -0.1
C -1.9006 -0.6384 0.0828 0.3 -0.6 0.5
C -0.6298 -1.0540 0.8387 -0.2 0.2 0.0
N 0.4472 -0.4194 0.0938 0.3 -0.2 -0.2
C -0.1947 0.7135 -0.5155 0.4 0.4 0.2
O -1.5689 0.3730 -0.7345 -0.3 0.2 -0.4
H -0.5267 -2.1340 0.9073 -0.1 0.1 0.0
H -0.6775 -0.6350 1.8496 -0.1 -0.1 0.0
H 0.8096 -1.0553 -0.6095 -0.1 0.1 0.0
H -0.1694 1.5664 0.1795 -0.1 -0.1 -0.2
H 0.2510 1.0019 -1.4671 0.0 -0.1 0.1
Cl 4.0577 1.3663 -0.1358 0.0 0.0 0.0
H 3.0956 2.0214 -0.6610 0.0 0.0 0.0
```
Positions in Å, forces in eV/Å.

Frontier orbital gap: 0.380 Eh
Strongest force on any atom: 0.01662 hartree/bohr
HOMO level: -9.82 eV
E_LUMO: 0.5 eV
SMILES string: O=C1CNCO1.Cl
Molar mass: 123.54 g mol⁻¹
Energy above the lowest of the compared OMol25 structures with the same formula, charge and spin: 7.4 kcal/mol

---

Formula: C3H6ClNO2
Source: OMol25
Level of theory: ωB97M-V with the def2-TZVPD basis set

```
13
Properties=species:S:1:pos:R:3:forces:R:3
C -0.7666 -0.9428 0.7957 1.5 -1.4 0.0
C 0.3022 -0.5964 0.0877 -1.3 0.1 0.9
C 0.3495 0.4814 -0.8953 -1.8 1.7 -1.9
N 1.4791 -1.3613 0.3658 0.2 -1.5 2.6
O 2.4447 -1.2074 -0.3010 1.6 0.7 -2.0
O 1.4902 -2.1163 1.3488 -0.4 0.3 -0.5
H -0.6097 -1.8112 1.4512 -0.6 0.6 -0.2
H -1.6947 -0.4733 0.6464 -1.0 0.5 0.1
H 0.0548 0.0515 -1.9139 0.5 0.7 1.2
H 1.2396 1.1151 -1.0399 0.0 -0.8 0.4
H -0.4731 1.2261 -0.5854 1.1 -1.2 -0.7
Cl 0.5200 1.8235 2.2536 -0.6 0.7 -0.2
H 1.4968 1.2139 2.7483 0.7 -0.5 0.4
```
Positions in Å, forces in eV/Å.

Frontier orbital gap: 0.367 Eh
Strongest force on any atom: 0.06042 hartree/bohr
HOMO level: -10.42 eV
E_LUMO: -0.4 eV
SMILES string: C=C(C)[N+](=O)[O-].Cl
Molar mass: 123.54 g mol⁻¹
Energy above the lowest of the compared OMol25 structures with the same formula, charge and spin: 92.2 kcal/mol

---

Formula: C3H6ClNOS
Source: OMol25
Level of theory: ωB97M-V with the def2-TZVPD basis set

```
13
Properties=species:S:1:pos:R:3:forces:R:3
C -1.8788 0.9385 0.6767 1.0 -1.3 0.5
S -1.4020 -0.2633 -0.6277 0.1 0.3 -0.5
N -0.1792 -1.3219 -0.0813 0.4 1.8 -0.5
C 1.1870 -1.0699 -0.0177 -0.2 0.7 0.4
O 1.9906 -1.6547 0.6657 -0.5 -0.7 0.0
C 1.6500 0.0558 -0.8785 0.2 1.9 -0.3
Cl 1.4795 1.7093 0.0009 0.3 -1.3 -0.4
H -2.5531 0.4665 1.3672 0.0 -0.3 0.6
H -2.4756 1.6486 0.1758 -0.4 1.0 -0.9
H -1.0344 1.4190 1.1765 -0.1 -0.2 -0.2
H -0.5276 -2.0883 0.3961 -0.4 -1.7 1.3
H 2.7213 -0.0549 -1.0993 -0.6 0.0 0.1
H 1.0222 0.2154 -1.7542 0.3 -0.2 0.0
```
Positions in Å, forces in eV/Å.

Frontier orbital gap: 0.368 Eh
Strongest force on any atom: 0.04271 hartree/bohr
HOMO level: -9.49 eV
E_LUMO: 0.5 eV
SMILES string: CSNC(=O)CCl
Molar mass: 139.61 g mol⁻¹
Energy above the lowest of the compared OMol25 structures with the same formula, charge and spin: 4.3 kcal/mol

---

- The lowest molar mass belongs to which entry?
  C3H6ClNO

---

Repeat the second record exactly.
Formula: C3H6Cl2S2
Source: OMol25
Level of theory: ωB97M-V with the def2-TZVPD basis set

```
13
Properties=species:S:1:pos:R:3:forces:R:3
C 1.0492 0.3203 -0.6469 3.0 -5.2 2.6
C -0.1511 -0.2443 0.0813 -2.3 2.4 -0.4
C -0.7525 0.8968 1.1021 -0.8 -4.2 0.3
H -0.5496 -0.7504 -2.2895 4.2 -0.3 -0.2
H 0.6665 1.1494 -0.9290 -1.6 6.1 -2.7
H 1.9677 0.5497 0.1270 -2.0 -1.1 -2.4
H -1.0127 -0.3269 -0.7069 1.3 0.1 1.5
H 0.7890 -2.5655 0.0265 -1.2 1.9 1.2
H -0.8625 1.7318 0.5484 0.6 3.1 -1.3
S 1.2264 -0.8094 -2.1926 -3.5 1.3 1.1
S 0.1198 -1.6613 0.9676 1.1 -4.1 0.6
Cl -2.6450 0.6638 1.3074 1.8 -0.3 0.3
Cl 0.1548 1.0459 2.6046 -0.6 0.2 -0.6
```
Positions in Å, forces in eV/Å.

Frontier orbital gap: 0.321 Eh
Strongest force on any atom: 0.13311 hartree/bohr
HOMO level: -9.24 eV
E_LUMO: -0.5 eV
Molar mass: 177.12 g mol⁻¹
Energy above the lowest of the compared OMol25 structures with the same formula, charge and spin: 77.7 kcal/mol